Computed, not measured: 9 unconnected molecules or ions with the total composition C34H79F8N5O14P2 at a distorted geometry, with the ωB97M-V functional and the def2-TZVPD basis.

Each line ends with the Mulliken charge.
Cartesian coordinates (Å):
P: -1.735 -20.748 8.800  1.149
P: -8.147 -15.987 9.438  1.250
F: -8.479 -14.530 10.014  -0.390
F: -8.784 -21.559 13.050  -0.286
F: -7.613 -17.480 9.106  -0.357
F: -8.134 -16.363 10.986  -0.358
F: -9.745 -16.257 9.292  -0.378
F: -6.608 -15.586 9.538  -0.380
F: -11.137 -17.766 5.039  -0.275
F: -8.287 -15.465 7.835  -0.393
O: -2.657 -21.742 9.468  -0.691
O: -0.244 -21.334 8.610  -0.378
O: -12.213 -20.775 6.496  -0.267
O: -10.392 -24.732 11.306  -0.586
O: -1.514 -19.482 9.806  -0.306
O: -2.059 -20.016 7.433  -0.298
O: -13.589 -21.566 4.866  -0.586
O: -12.489 -19.500 4.794  -0.329
O: -14.508 -18.743 10.162  -0.331
O: -2.192 -14.666 4.810  -0.366
O: -6.881 -7.572 6.801  -0.279
O: -8.653 -23.726 12.277  -0.314
O: -12.148 -9.739 9.645  -0.367
O: -9.569 -22.763 10.546  -0.307
N: -0.115 -12.975 7.499  -0.764
N: -15.015 -22.262 10.277  -0.756
N: -9.673 -10.173 11.313  -0.513
N: -4.849 -12.580 14.592  0.430
N: -4.399 -9.885 8.447  -0.623
C: 0.231 -15.189 6.826  -1.561
C: -14.402 -17.593 11.019  -0.811
C: -3.282 -10.775 14.622  -0.662
C: -11.203 -19.705 6.567  -0.401
C: -0.306 -13.830 6.330  0.671
C: -3.599 -12.899 15.515  -0.459
C: -3.101 -11.629 15.928  -0.566
C: -9.602 -23.790 11.356  0.672
C: -10.526 -8.971 11.283  0.212
C: -9.550 -7.768 11.648  -1.260
C: -3.589 -14.442 4.540  -0.714
C: -2.536 -18.749 10.453  -0.719
C: -6.516 -14.241 15.695  -0.652
C: -5.721 -8.409 6.926  -0.809
C: -1.742 -13.921 5.952  -0.719
C: -6.212 -12.823 15.267  -0.782
C: -7.922 -14.449 16.444  -0.590
C: -11.662 -10.986 9.078  -0.722
C: -4.671 -7.350 9.016  -1.322
C: -8.084 -22.380 12.216  0.359
C: -4.773 -11.090 14.265  -0.719
C: -14.176 -20.015 10.727  -0.688
C: 0.354 -21.795 9.807  -0.648
C: -5.248 -8.677 8.424  0.727
C: -3.464 -19.702 7.046  -0.702
C: -8.518 -21.853 10.894  -0.448
C: -8.441 -15.894 16.576  -1.224
C: -4.766 -13.399 13.263  -1.065
C: -12.851 -20.690 5.356  0.683
C: -16.640 -20.629 10.902  -1.333
C: -11.923 -18.606 5.708  0.362
C: -6.883 -6.745 5.614  -0.791
C: -11.257 -8.722 9.929  -0.560
C: -15.304 -20.833 10.088  0.445
H: -10.052 -6.838 11.914  0.375
H: -9.165 -10.067 10.447  0.222
H: -2.853 -13.159 14.764  0.345
H: -6.478 -14.937 14.857  0.357
H: -13.376 -17.226 11.028  0.287
H: -5.388 -6.544 8.864  0.327
H: -0.435 -22.188 10.449  0.347
H: -2.117 -12.908 5.803  0.217
H: -5.406 -10.577 14.989  0.370
H: -13.148 -20.249 10.451  0.395
H: -6.387 -7.226 4.771  0.324
H: 0.326 -13.408 5.548  0.329
H: -7.849 -22.111 10.072  0.252
H: -6.216 -5.899 5.786  0.319
H: -5.576 -12.989 12.661  0.472
H: -8.704 -13.756 16.132  0.427
H: -11.391 -9.152 11.921  0.345
H: -12.459 -11.623 8.694  0.328
H: -11.874 -7.824 9.947  0.325
H: -16.863 -19.562 10.916  0.337
H: 0.947 -20.953 10.164  0.217
H: -3.008 -9.730 14.768  0.423
H: -10.210 -11.027 11.351  0.243
H: -17.373 -21.204 10.337  0.359
H: -10.987 -19.276 7.546  0.291
H: -5.017 -14.432 13.508  0.336
H: -2.704 -11.147 13.776  0.341
H: -9.086 -8.130 12.566  0.338
H: -7.012 -22.238 12.351  0.347
H: -4.650 -7.489 10.097  0.303
H: -4.032 -10.001 7.513  0.259
H: -5.060 -10.762 13.266  0.384
H: -3.647 -7.137 8.708  0.334
H: -10.634 -8.558 9.050  0.311
H: -3.626 -13.396 4.235  0.319
H: -10.268 -20.075 6.146  0.248
H: -6.317 -12.086 16.062  0.387
H: -8.720 -7.598 10.961  0.223
H: -3.804 -11.235 16.663  0.309
H: -3.640 -20.093 6.044  0.295
H: -6.943 -12.443 14.554  0.515
H: -4.234 -14.588 5.407  0.292
H: -2.103 -11.414 16.311  0.384
H: -4.779 -8.138 6.450  0.441
H: 0.021 -15.981 6.107  0.360
H: -14.091 -20.280 11.781  0.341
H: -12.602 -17.987 6.293  0.273
H: -3.444 -19.348 10.504  0.354
H: -3.805 -15.036 3.652  0.249
H: -0.284 -15.548 7.717  0.404
H: -6.188 -8.752 8.972  -0.082
H: -4.852 -10.758 8.676  0.271
H: -3.675 -18.635 7.112  0.284
H: -7.824 -6.282 5.315  0.253
H: -15.482 -20.482 9.071  0.273
H: -7.617 -14.101 17.431  0.305
H: -15.106 -16.816 10.723  0.264
H: -14.944 -22.535 11.246  0.266
H: -7.545 -16.479 16.784  0.307
H: -0.032 -12.073 7.052  0.265
H: -6.070 -9.344 6.487  0.347
H: -3.813 -13.661 16.265  0.275
H: -11.003 -11.101 8.218  0.311
H: 1.039 -22.618 9.603  0.245
H: -8.842 -16.331 15.661  0.323
H: -2.376 -14.185 6.799  0.388
H: -14.060 -22.384 9.973  0.287
H: 0.780 -13.130 7.940  0.251
H: -16.715 -21.144 11.860  0.334
H: -3.813 -13.377 12.735  0.341
H: -2.263 -18.701 11.507  0.301
H: -11.188 -11.697 9.755  0.203
H: -14.708 -17.823 12.040  0.337
H: -9.129 -16.021 17.412  0.364
H: -5.768 -14.688 16.350  0.315
H: -8.846 -20.815 10.844  0.307
H: 1.304 -15.251 7.004  0.382
H: -2.643 -17.725 10.094  0.212
H: -4.096 -20.355 7.648  0.340

The LUMO energy is -0.73 eV. The molecular weight comes out at 995.96 g/mol. The frontier orbital gap is 7.8 eV. Its energy is -4151.6059 a.u.

Computed, not measured: 11 unconnected molecules or ions with the total composition C34H83N7O9 at a distorted geometry, with the ωB97M-V functional and the def2-TZVPD basis.

Each line ends with the Mulliken charge.
Cartesian coordinates (Å):
O: -0.450 0.816 4.472  -0.610
O: 1.797 -4.916 1.562  -0.666
O: 2.992 1.057 5.534  -0.805
O: 4.954 -1.924 0.208  -0.612
O: -2.326 -2.471 7.779  -0.684
O: 1.228 -0.863 3.157  -0.538
O: 1.042 2.267 -0.712  -0.767
O: -0.233 0.545 0.733  1.027
O: -4.236 -0.349 3.623  -0.714
N: 1.413 3.187 1.256  -0.190
N: -2.390 -0.011 2.409  0.803
N: -2.953 -4.138 6.396  -0.330
N: 0.695 2.589 5.334  -0.245
N: 3.638 -0.732 4.360  -0.162
N: 6.488 -0.629 1.069  -0.421
N: 2.413 -3.963 -0.303  -0.167
C: -4.133 4.806 1.400  -0.430
C: -2.053 -2.035 5.432  -0.393
C: 2.606 -0.577 -5.625  -0.781
C: -2.681 2.503 -1.553  0.263
C: 0.468 -1.421 2.080  -0.285
C: -2.165 -0.476 -4.747  -0.733
C: 1.606 -4.801 0.363  0.885
C: -4.405 -0.261 1.166  -0.652
C: -5.123 5.972 1.451  -1.367
C: 2.652 0.066 -8.160  -0.520
C: 2.174 -1.411 -3.211  -0.563
C: -2.735 3.211 -0.144  0.280
C: 2.328 -0.199 -4.168  -0.657
C: 2.356 0.561 -6.682  -0.583
C: -0.387 1.996 4.912  0.444
C: -2.428 -2.533 -1.380  -0.093
C: -2.507 -1.661 -3.811  -0.715
C: -4.007 -4.524 -1.719  -1.443
C: 4.913 0.354 -0.380  -0.609
C: -2.567 -4.061 -1.583  -0.588
C: -1.754 -1.724 -2.456  0.990
C: 1.551 3.133 -0.100  0.770
C: 0.724 -0.563 0.848  0.630
C: 4.145 -0.401 -8.406  -1.113
C: 2.549 4.078 -0.831  -1.291
C: -1.620 2.750 5.024  -1.131
C: 3.824 0.258 5.148  0.635
C: 5.440 -0.836 0.264  0.563
C: -3.714 -0.223 2.499  0.526
C: -2.426 -2.963 6.625  0.422
C: -2.221 3.545 -2.603  -1.342
C: 5.254 0.505 5.558  -1.134
C: -3.790 4.310 -0.042  -0.771
C: 0.581 -5.572 -0.484  -1.180
H: 4.303 -0.735 -9.431  0.363
H: -2.126 1.567 -1.480  -0.366
H: -1.914 -2.360 -0.435  -0.163
H: 6.890 0.292 1.175  0.178
H: -2.308 -0.997 5.648  0.162
H: -0.978 -2.061 5.251  0.149
H: -3.350 -2.048 -1.058  0.384
H: -2.376 2.460 4.295  0.166
H: 3.099 0.459 -3.768  0.385
H: 1.505 0.499 -4.013  0.376
H: 1.317 0.889 -6.651  0.279
H: 2.688 -0.856 4.040  0.428
H: 3.057 -1.472 -2.575  0.225
H: -4.195 -5.572 -1.955  0.416
H: 2.982 1.418 -6.435  0.343
H: -2.144 -4.560 -0.712  0.255
H: 1.842 3.970 1.728  0.179
H: 0.832 -2.421 1.847  -0.127
H: -1.465 -0.704 -2.204  -0.479
H: 4.327 -1.336 3.936  0.213
H: -4.727 3.907 -0.426  0.265
H: -3.503 5.191 -0.616  0.404
H: -3.713 0.100 0.405  -0.090
H: -4.476 -4.283 -0.765  0.303
H: 3.040 4.737 -0.115  0.433
H: 5.338 0.635 6.637  0.305
H: -1.866 0.285 1.598  -0.209
H: -5.274 6.238 2.498  0.390
H: 0.664 -0.189 3.544  0.293
H: 0.249 -5.060 -1.387  0.112
H: -1.965 0.354 -4.068  -0.113
H: 1.975 4.583 -1.608  0.290
H: 3.624 -0.965 -5.662  0.322
H: -1.447 3.812 4.855  0.411
H: 4.416 0.161 -1.331  -0.132
H: -2.911 4.387 -2.655  0.369
H: -2.995 -4.366 5.413  0.211
H: -0.211 -6.041 0.100  0.322
H: -1.230 3.926 -2.357  0.222
H: 1.738 -0.167 0.797  0.083
H: -3.221 5.120 1.907  0.328
H: -2.471 -2.636 -4.299  0.341
H: -1.767 3.567 0.209  0.135
H: -3.025 2.436 0.566  -0.264
H: 0.783 2.551 1.723  -0.114
H: 2.540 0.997 -8.715  0.316
H: -3.566 -1.599 -3.562  0.367
H: -4.588 -1.317 0.970  0.229
H: -2.062 3.030 -3.551  0.395
H: 4.407 -1.250 -7.774  0.284
H: 0.725 -1.198 -0.038  -0.317
H: 1.282 -1.269 -2.602  -0.306
H: -3.709 2.188 -1.731  0.443
H: 1.117 -6.432 -0.887  0.461
H: -5.362 0.261 1.119  0.401
H: -4.395 -3.917 -2.536  0.283
H: -1.954 -4.512 -2.364  0.468
H: -2.095 2.676 6.002  0.291
H: -6.155 5.662 1.286  0.333
H: -4.380 3.963 2.045  0.338
H: -0.775 -2.194 -2.555  -0.105
H: 0.749 3.598 5.359  0.204
H: 1.912 -0.654 -8.509  0.347
H: -3.313 -4.791 7.077  0.237
H: 4.325 0.923 0.339  0.277
H: 5.637 1.368 5.014  0.257
H: 3.141 -3.530 0.248  0.171
H: -0.559 -1.585 2.409  0.039
H: 6.827 -1.328 1.714  0.238
H: 0.157 1.171 0.119  -0.294
H: -1.227 -0.513 -5.300  0.235
H: 1.998 -1.435 -5.913  0.353
H: -1.875 0.086 3.272  -0.246
H: 2.127 -2.423 -3.614  0.567
H: 1.550 2.052 5.361  0.391
H: -2.990 -0.210 -5.409  0.369
H: -4.935 6.767 0.730  0.332
H: 4.859 0.395 -8.192  0.279
H: -2.560 -2.322 4.511  0.183
H: 5.957 -0.274 5.264  0.344
H: 5.715 1.012 -0.713  0.499
H: 2.568 -3.919 -1.300  0.158
H: 3.366 3.533 -1.303  0.242

The LUMO energy is -0.01 eV. The molecular weight comes out at 734.08 g/mol. The SMILES is CC(N)=O.CC(N)=O.CC(N)=O.CC(N)=O.CC(N)=O.CC(N)=O.CC(N)=O.CCCCCC.CCCCCC.CCCCCC.OCCO. The frontier orbital gap is 8.6 eV. Its energy is -2405.8071 a.u.

Computed, not measured: a molecular structure, C34H84BF4N5O20P2S4 at a distorted geometry, with the ωB97M-V functional and the def2-TZVPD basis.

Each line ends with the Löwdin spin population.
Cartesian coordinates (Å):
S: 0.836 -5.112 3.227  0.000
S: -6.796 2.334 -1.192  0.000
S: -3.262 3.578 3.486  0.000
S: -0.610 -0.766 6.247  0.000
P: 4.208 4.210 -2.628  0.000
P: 4.313 -5.207 -1.868  0.000
F: -4.885 -2.593 -4.178  0.000
F: -3.061 -2.798 -2.923  0.001
F: -4.487 -4.556 -3.358  0.000
F: -3.153 -3.843 -4.930  0.000
O: 5.807 -5.518 -1.258  0.000
O: 0.922 2.673 0.754  0.034
O: -6.289 3.693 -1.321  0.000
O: 0.250 -6.386 2.813  0.000
O: -5.789 1.258 -1.095  0.000
O: 3.144 -5.820 -1.210  0.000
O: -3.266 0.935 0.309  -0.018
O: 4.232 4.926 -3.942  0.000
O: -1.822 3.568 3.334  0.000
O: -2.108 -1.654 -0.553  0.126
O: 4.520 -5.323 -3.514  0.000
O: 3.949 2.630 -2.717  0.000
O: 3.121 4.715 -1.493  0.000
O: 2.071 0.163 0.258  0.382
O: 5.774 4.348 -2.003  0.000
O: -3.826 2.504 4.326  0.000
O: -0.767 -2.228 6.598  0.000
O: 0.408 -4.407 4.480  0.000
O: 4.173 -3.640 -1.571  0.000
O: -0.177 0.341 7.196  0.000
N: 0.600 4.659 3.030  0.000
N: -1.893 -4.529 -1.060  0.000
N: 3.777 2.698 0.931  -0.001
N: -4.622 -1.168 -1.396  0.000
N: -5.418 0.237 2.011  0.000
C: 2.590 1.577 -4.172  0.000
C: 1.125 5.806 -1.152  0.000
C: -5.045 5.667 3.441  0.000
C: -5.386 4.669 2.253  0.000
C: 2.542 5.870 -1.897  0.000
C: 2.751 -5.223 3.117  0.000
C: 3.631 -2.102 -3.328  0.000
C: -9.373 2.881 -0.491  0.000
C: -3.749 5.201 4.195  0.000
C: 2.299 -3.349 1.595  0.000
C: -8.101 2.087 -2.546  0.000
C: -1.141 1.815 0.536  0.070
C: 6.499 -5.887 -4.638  0.000
C: 0.949 -3.951 1.780  0.001
C: 0.615 -0.632 4.879  0.001
C: 6.074 -6.872 -0.845  0.000
C: 0.184 1.618 0.585  0.002
C: 3.114 -2.951 -2.143  0.000
C: 6.883 4.120 -2.843  0.000
C: -1.462 -0.020 3.663  0.000
C: -8.092 2.292 0.119  0.000
C: -1.940 -0.130 5.117  0.000
C: -2.031 0.741 0.212  -0.007
C: 5.618 -4.700 -4.147  0.000
C: -0.076 -0.730 3.553  0.002
C: 3.182 -4.434 1.905  0.000
C: 2.642 2.174 -2.827  0.001
C: 6.861 -6.811 0.444  0.000
C: -1.347 -0.662 -0.336  0.022
C: 0.760 0.319 0.252  0.019
C: 0.100 -0.782 -0.035  0.349
C: 6.727 2.820 -3.523  0.000
C: -9.465 2.235 -1.875  0.000
C: -4.113 3.984 1.881  0.000
B: -3.853 -3.432 -3.853  0.000
H: 4.737 2.422 1.084  0.000
H: 1.955 3.018 -2.893  0.000
H: 7.894 -7.141 0.335  0.000
H: 0.577 -1.696 -0.355  0.012
H: -7.673 2.576 1.084  0.000
H: -2.126 0.902 5.413  0.000
H: -2.973 5.923 3.944  0.000
H: -4.663 -1.636 -0.502  0.000
H: 3.189 -1.126 -3.130  0.000
H: 5.305 -7.633 -0.979  0.000
H: 4.721 -2.120 -3.361  0.000
H: -10.275 2.781 0.113  0.000
H: -9.993 2.794 -2.648  0.000
H: -8.389 1.248 0.222  0.000
H: -5.686 -0.647 1.601  0.000
H: -4.289 -1.797 -2.113  0.000
H: 7.657 2.348 -3.839  0.000
H: 1.159 5.690 -0.069  0.000
H: 1.456 4.410 3.505  0.000
H: 6.449 -7.291 1.331  0.000
H: -2.965 -0.446 5.312  0.000
H: 6.763 -7.181 -1.630  0.000
H: 0.359 5.158 -1.577  0.000
H: 0.909 4.361 2.116  0.000
H: -2.550 -4.632 -1.820  0.000
H: -2.346 -4.997 -0.288  0.000
H: -1.148 -5.108 -1.421  0.000
H: 5.917 2.840 -4.252  0.000
H: -7.923 1.066 -2.882  0.000
H: 7.032 -5.836 0.901  0.000
H: -5.560 5.249 1.347  0.000
H: 3.174 1.923 0.699  -0.001
H: 2.468 -2.864 0.634  0.000
H: 3.104 -2.589 -4.149  0.000
H: -3.971 -0.410 -1.245  0.000
H: -4.593 0.078 2.571  0.000
H: -1.599 -3.599 -0.797  0.000
H: 3.027 -6.273 3.220  0.000
H: -1.575 2.775 0.775  0.003
H: 7.182 -5.664 -5.458  0.000
H: 7.001 -6.567 -3.950  0.000
H: 2.316 -2.508 2.287  0.000
H: 3.770 3.393 0.198  0.000
H: 0.089 -3.284 1.713  0.001
H: -0.159 4.134 3.440  0.000
H: -1.284 1.050 3.560  0.000
H: -6.117 3.905 2.514  0.000
H: 0.900 0.415 4.985  0.000
H: -5.909 5.692 4.106  0.000
H: -3.875 5.056 5.268  0.000
H: 3.220 -5.118 1.057  0.000
H: -7.880 2.688 -3.428  0.000
H: 2.738 2.232 -5.030  0.000
H: 2.720 -2.448 -1.260  0.000
H: 0.608 -0.283 2.831  0.001
H: 3.274 -4.788 3.968  0.000
H: 2.511 1.492 -1.987  0.000
H: 3.065 6.799 -1.670  0.000
H: -5.453 -0.687 -1.709  0.000
H: 1.816 0.849 -4.414  0.000
H: 5.793 -6.547 -5.143  0.000
H: 6.703 1.997 -2.809  0.000
H: -6.307 0.460 2.436  0.000
H: 2.258 -3.526 -2.498  0.000
H: 1.464 -1.309 4.975  0.000
H: -5.150 0.742 1.179  0.000
H: 3.414 0.866 -4.116  0.000
H: -4.996 6.742 3.270  0.000
H: -9.182 3.938 -0.672  0.000
H: -3.431 4.645 1.346  0.000
H: -0.283 -1.785 3.376  0.000
H: -4.165 3.109 1.232  0.000
H: 0.784 6.836 -1.264  0.000
H: -2.246 -0.355 2.985  0.000
H: 4.225 -4.143 2.026  0.000
H: 0.890 -4.584 0.894  0.000
H: 2.259 5.740 -2.942  0.000
H: 6.307 -3.987 -3.693  0.000
H: 7.666 4.071 -2.085  0.000
H: 5.253 -3.995 -4.894  0.000
H: 3.393 3.209 1.714  0.000
H: 6.875 4.945 -3.555  0.000
H: 0.441 5.656 3.035  0.000
H: -9.902 1.245 -1.743  0.000

Its spin multiplicity is 2. The LUMO energy (spin up / spin down) is -9.01 / -10.63 eV. The molecular weight comes out at 1160.08 g/mol. The frontier orbital gap (spin up / spin down) is 6.4 / 4.7 eV. The charge is +3. Its energy is -5823.3914 a.u. As for the expectation value of S²: 0.80.